The following is a DFT calculation (the ωB97M-V functional and the def2-TZVPD basis) of a cluster of 2 separate species, C4H11NO2S in total.

Results
* energy relative to the best compared isomer or geometry (same formula, charge and spin): 101.7 kJ/mol
* multiplicity: 1
* charge: -2
* LUMO: 5.956 eV

Geometry (Å):
C  0.179  -1.332  0.446
C  -0.480  -0.217  -0.396
C  0.442  0.996  -0.612
S  2.061  0.564  -1.534
N  -1.787  0.211  0.009
C  -2.876  -0.810  0.108
O  -3.664  -0.669  1.200
H  -0.050  -2.305  0.019
H  -0.258  -1.350  1.441
H  1.243  -1.236  0.633
H  -0.552  -0.626  -1.405
H  -0.088  1.599  -1.337
H  0.846  1.401  0.302
H  -1.808  0.870  0.785
H  -3.480  -0.658  -0.816
H  -2.373  -1.794  0.112
H  2.779  0.966  1.110
H  3.185  -0.227  1.959
O  3.227  0.733  1.942



The following is a DFT calculation (the ωB97M-V functional and the def2-TZVPD basis) of a cluster of 2 separate species, C38H38N2O4S in total.

Results
* multiplicity: 1
* LUMO: -2.366 eV

Geometry (Å):
C  -1.207  -4.919  4.549
N  -0.813  -4.317  3.301
C  -1.039  -4.952  2.111
O  -1.512  -6.079  1.958
C  -0.601  -4.011  1.002
C  -1.732  -3.632  0.045
C  -2.883  -3.013  0.794
C  -3.798  -3.844  1.449
C  -4.838  -3.298  2.197
C  -4.966  -1.910  2.303
C  -4.084  -1.075  1.609
C  -3.058  -1.627  0.838
N  -0.096  -2.859  1.735
C  0.348  -1.771  1.081
C  0.756  -0.597  1.702
C  1.195  0.530  1.008
C  1.713  1.681  1.700
C  2.422  2.685  0.997
C  2.916  3.816  1.624
C  2.778  3.968  3.013
C  2.120  2.972  3.747
C  1.573  1.863  3.109
C  -0.270  -2.974  3.202
C  -1.254  -1.944  3.820
C  -0.834  -1.827  5.282
C  0.590  -2.416  5.418
C  1.040  -2.874  4.033
H  -1.534  -5.943  4.340
H  -0.357  -4.936  5.241
H  -2.034  -4.364  5.016
H  0.224  -4.497  0.451
H  -1.344  -2.945  -0.713
H  -2.055  -4.558  -0.447
H  -3.684  -4.929  1.362
H  -5.541  -3.964  2.698
H  -5.769  -1.481  2.906
H  -4.186  0.010  1.666
H  -2.381  -0.983  0.268
H  0.402  -1.848  -0.008
H  0.744  -0.593  2.794
H  1.222  0.507  -0.082
H  2.582  2.531  -0.071
H  3.417  4.585  1.036
H  3.181  4.848  3.517
H  2.027  3.063  4.831
H  1.026  1.125  3.700
H  -1.159  -0.990  3.289
H  -2.284  -2.296  3.677
H  -0.852  -0.780  5.610
H  -1.539  -2.378  5.917
H  1.279  -1.669  5.831
H  0.580  -3.265  6.114
H  1.547  -3.848  4.036
H  1.710  -2.146  3.565
C  1.353  0.789  -9.327
C  2.123  1.822  -8.784
C  1.887  2.270  -7.483
C  0.868  1.693  -6.711
S  0.436  2.442  -5.107
C  0.998  1.547  -3.709
C  1.671  2.170  -2.614
O  2.486  1.530  -1.909
C  1.332  3.617  -2.332
C  0.008  4.070  -2.339
C  -0.272  5.414  -2.089
C  0.768  6.310  -1.809
C  2.086  5.840  -1.747
C  2.362  4.494  -1.994
O  1.137  3.706  -5.219
O  -1.013  2.407  -5.072
C  0.066  0.691  -7.271
C  0.318  0.233  -8.569
H  1.553  0.428  -10.337
H  2.909  2.293  -9.374
H  2.479  3.086  -7.077
H  1.088  0.477  -3.874
H  -0.798  3.357  -2.515
H  -1.304  5.759  -2.139
H  0.551  7.368  -1.643
H  2.908  6.518  -1.516
H  3.380  4.106  -1.927
H  -0.761  0.283  -6.693
H  -0.309  -0.553  -8.990



The following is a DFT calculation (the ωB97M-V functional and the def2-TZVPD basis) of a structure of composition C32H44InN6O4PSe2.

Results
* energy relative to the best compared isomer or geometry (same formula, charge and spin): 34.5 kJ/mol
* multiplicity: 1
* LUMO: 0.033 eV

Geometry (Å):
In  -0.007  0.311  -0.200
C  -0.417  -0.232  4.224
C  0.881  0.005  4.653
C  1.894  0.183  3.728
C  1.629  0.129  2.354
C  0.311  -0.073  1.924
C  -0.695  -0.254  2.864
C  2.725  0.217  1.357
C  4.086  0.269  1.763
C  5.079  0.272  0.835
C  4.757  0.209  -0.538
C  5.730  0.169  -1.558
C  5.355  0.094  -2.870
C  3.987  0.064  -3.208
C  3.024  0.102  -2.239
C  3.382  0.175  -0.874
N  2.412  0.192  0.077
H  -1.208  -0.385  4.949
H  1.105  0.056  5.711
H  2.890  0.375  4.103
H  -1.709  -0.421  2.525
H  4.342  0.302  2.810
H  6.120  0.313  1.134
H  6.776  0.197  -1.276
H  6.103  0.055  -3.651
H  3.699  0.007  -4.250
H  1.972  0.056  -2.491
O  0.603  4.024  -4.566
C  -0.732  3.927  -4.093
C  -0.784  2.929  -2.922
C  -2.249  2.794  -2.499
O  -3.068  2.139  -3.461
C  -0.186  1.606  -3.449
Se  -0.721  -0.128  -2.642
C  0.072  3.556  -1.808
Se  -0.093  2.921  0.061
H  0.649  4.706  -5.240
H  -1.389  3.587  -4.908
H  -1.096  4.903  -3.749
H  -2.650  3.792  -2.274
H  -2.304  2.199  -1.589
H  -3.026  2.614  -4.296
H  0.900  1.663  -3.410
H  -0.466  1.468  -4.493
H  -0.175  4.615  -1.729
H  1.122  3.481  -2.073
N  0.868  -7.486  -1.122
C  0.465  -6.790  -0.029
O  -0.036  -7.327  0.939
C  0.682  -5.303  -0.078
C  0.714  -4.618  1.132
C  0.863  -3.241  1.121
N  0.978  -2.532  -0.002
C  0.948  -3.190  -1.157
C  0.804  -4.568  -1.249
H  0.732  -8.482  -1.127
H  1.318  -7.047  -1.902
H  0.605  -5.172  2.054
H  0.885  -2.678  2.047
H  1.034  -2.581  -2.052
H  0.746  -5.027  -2.228
C  -3.071  -3.160  2.182
N  -3.097  -2.482  0.905
C  -2.638  -3.261  -0.237
P  -3.558  -0.928  0.570
O  -2.482  -0.025  0.109
N  -4.204  -0.378  2.011
C  -5.435  -0.949  2.533
C  -4.074  1.049  2.301
N  -4.687  -1.113  -0.636
C  -5.759  -2.084  -0.562
C  -4.859  -0.094  -1.659
H  -2.081  -3.591  2.361
H  -3.802  -3.977  2.215
H  -3.282  -2.455  2.983
H  -1.730  -3.803  0.030
H  -2.407  -2.599  -1.073
H  -3.389  -3.989  -0.567
H  -5.520  -2.002  2.270
H  -6.320  -0.423  2.156
H  -5.433  -0.864  3.623
H  -3.226  1.462  1.758
H  -3.906  1.188  3.373
H  -4.980  1.599  2.021
H  -5.499  -2.886  0.129
H  -5.915  -2.522  -1.552
H  -6.707  -1.636  -0.241
H  -3.985  0.548  -1.694
H  -5.752  0.519  -1.481
H  -4.959  -0.571  -2.637



The following is a DFT calculation (the ωB97M-V functional and the def2-TZVPD basis) of a cluster of 2 separate species, C2H7NOS in total.

Results
* energy relative to the best compared isomer or geometry (same formula, charge and spin): 55.6 kJ/mol
* multiplicity: 1
* SMILES string: NC=O.CS
* LUMO: 0.875 eV

Geometry (Å):
N  -2.274  -1.423  -0.274
C  -2.698  -0.349  0.462
O  -1.950  0.361  1.079
H  -2.955  -1.966  -0.752
H  -1.453  -1.913  0.029
H  -3.775  -0.140  0.431
C  2.243  1.314  -0.260
S  2.549  -0.411  0.203
H  1.630  1.248  -1.162
H  3.146  1.800  -0.611
H  1.673  1.850  0.486
H  3.865  -0.371  0.369



The following is a DFT calculation (the ωB97M-V functional and the def2-TZVPD basis) of a structure of composition C12H5F5KS.

Results
* energy relative to the best compared isomer or geometry (same formula, charge and spin): 9.7 kJ/mol
* multiplicity: 1
* charge: -1
* LUMO: 2.373 eV

Geometry (Å):
K  -0.125  -0.875  -0.153
F  -3.167  4.362  4.626
C  -2.861  3.155  4.121
C  -2.080  3.037  2.993
F  -1.618  4.147  2.391
C  -1.774  1.787  2.490
F  -0.999  1.762  1.385
C  -2.212  0.586  3.055
S  -1.820  -0.972  2.418
C  -3.005  0.762  4.199
F  -3.494  -0.306  4.842
C  -3.322  2.000  4.721
F  -4.086  2.099  5.823
C  1.643  -5.045  -2.041
C  2.683  -4.179  -1.722
C  2.456  -2.804  -1.670
C  1.209  -2.190  -1.925
C  0.199  -3.125  -2.244
C  0.389  -4.508  -2.304
H  1.804  -6.116  -2.079
H  3.670  -4.581  -1.509
H  3.311  -2.176  -1.414
H  -0.812  -2.770  -2.471
H  -0.436  -5.166  -2.560



In the order shown, the computed gap between HOMO and LUMO values come out to 5.61; 3.95; 7.06; 9.77; 6.31 eV.